[1]
Here is a molecular structure, C6H9NS from the Open Molecules 2025 dataset. Energies are from ωB97M-V/def2-TZVPD.

* LUMO level: 0.942 eV
* ΔE to the lowest compared entry with this formula, charge and spin: 0.980 eV
* multiplicity: 1
* HOMO-LUMO gap: 0.342 Ha

CARTESIAN COORDINATES (ANGSTROEM)
C  0.87  -1.53  -0.61
C  0.53  0.29  1.17
C  -0.97  -0.07  1.02
C  -1.11  0.23  -0.47
C  0.70  0.98  -0.24
C  0.25  -0.23  -1.06
H  1.72  -1.87  -1.25
H  0.14  -2.36  -0.58
H  0.80  0.93  2.03
H  -1.19  -1.09  1.29
H  -1.63  0.57  1.62
H  -2.06  0.00  -0.94
H  -0.93  2.27  0.11
H  1.62  1.51  -0.41
H  0.30  -0.06  -2.13
N  -0.58  1.62  -0.58
S  1.55  -1.20  1.06

[2]
Here is 7 unconnected molecules or ions with the total composition C11H15Cl12N3O from the Open Molecules 2025 dataset. Energies are from ωB97M-V/def2-TZVPD.

* LUMO level: -0.261 eV
* structure (SMILES): N#CC[C@@H](C#N)OC#N.ClCCl.ClCCl.ClCCl.ClCCl.ClCCl.ClCCl
* multiplicity: 1
* HOMO-LUMO gap: 0.384 Ha

CARTESIAN COORDINATES (ANGSTROEM)
N  -0.28  0.74  -0.82
C  -0.64  0.25  -1.78
C  -1.38  -0.26  -3.09
C  -2.85  -0.66  -2.71
C  -2.87  -1.54  -1.47
N  -2.87  -2.33  -0.67
O  -3.53  0.60  -2.48
C  -4.71  0.30  -1.90
N  -5.77  0.44  -1.56
H  -1.50  0.57  -3.80
H  -0.82  -1.09  -3.56
H  -3.29  -1.21  -3.57
Cl  2.13  -0.98  -5.52
C  2.15  0.62  -4.76
Cl  0.74  0.84  -3.71
H  3.05  0.71  -4.17
H  2.14  1.37  -5.54
Cl  0.29  -6.29  -0.70
C  -1.43  -5.90  -0.86
Cl  -1.88  -5.62  -2.55
H  -2.02  -6.73  -0.47
H  -1.64  -5.00  -0.29
Cl  1.05  2.52  4.03
C  0.09  2.34  2.55
Cl  -0.84  3.80  2.19
H  0.76  2.14  1.72
H  -0.60  1.51  2.67
Cl  2.58  3.65  -0.34
C  3.83  3.36  0.87
Cl  3.84  1.67  1.39
H  4.80  3.60  0.44
H  3.64  4.00  1.73
Cl  -0.46  7.33  5.93
C  -0.03  6.05  4.79
Cl  1.67  6.15  4.32
H  -0.21  5.08  5.25
H  -0.65  6.15  3.90
Cl  3.05  -5.89  3.53
C  1.49  -5.57  2.78
Cl  0.16  -6.20  3.77
H  1.36  -4.50  2.67
H  1.46  -6.05  1.81

[3]
Here is C5H10N2S in the gas phase from the Open Molecules 2025 dataset. Energies are from ωB97M-V/def2-TZVPD.

* LUMO level: 0.657 eV
* structure (SMILES): C=NN[C@@H]1C[C@@]1(C)S
* ΔE to the lowest compared entry with this formula, charge and spin: 5.384 eV
* multiplicity: 1
* HOMO-LUMO gap: 0.349 Ha

CARTESIAN COORDINATES (ANGSTROEM)
C  1.99  -2.25  -1.11
N  1.49  -1.10  -1.31
N  0.55  -0.84  -0.36
C  -0.53  0.09  -0.70
C  -0.03  1.52  -0.67
C  -0.85  1.04  0.54
C  -0.39  0.81  1.99
S  -2.56  1.85  0.31
H  2.77  -2.72  -1.81
H  1.62  -2.75  -0.20
H  0.26  -1.82  0.05
H  -1.18  -0.17  -1.46
H  -0.46  2.21  -1.38
H  1.17  1.53  -0.69
H  -0.64  1.77  2.49
H  -0.68  -0.42  2.35
H  0.82  0.75  1.78
H  -3.36  0.50  0.20

DFT total energy
In order: -686.9268, -6189.8089, -704.0260
Unit: a.u.